1.
{"formula": "C22H41BrNOP3V", "method": "ωB97M-V/def2-TZVPD", "species": ["V", "P", "P", "P", "H", "C", "C", "H", "C", "C", "C", "C", "C", "C", "C", "C", "C", "H", "H", "H", "H", "H", "H", "H", "H", "H", "H", "H", "H", "H", "H", "H", "H", "H", "H", "H", "H", "H", "H", "H", "H", "H", "H", "H", "H", "H", "C", "C", "C", "C", "C", "C", "O", "H", "H", "H", "H", "H", "H", "Br", "C", "C", "C", "C", "N", "C", "H", "H", "H", "H"], "positions_angstrom": [[0.150873, -0.812432, -0.250406], [-0.653469, -1.383556, -2.448568], [-2.245326, 0.041443, 0.092405], [2.553695, -1.310480, -0.341392], [-1.358648, -2.008905, 1.758691], [-0.286509, -1.781661, 1.805631], [0.220493, -0.519402, 2.154088], [-0.456891, 0.283919, 2.447051], [-1.575265, -2.971841, -2.478133], [-1.633307, -0.305363, -3.586053], [0.787281, -1.782193, -3.510036], [-2.753906, 0.620867, 1.751680], [-2.769266, 1.524798, -0.864947], [-3.637496, -1.093705, -0.302328], [3.388292, -1.030735, 1.262052], [3.492304, -0.154327, -1.403529], [3.288095, -2.913110, -0.799863], [0.371390, -2.657346, 1.802842], [1.249056, -0.457079, 2.508096], [-0.851183, -3.786173, -2.652846], [-2.298247, -2.962042, -3.315925], [-2.127180, -3.154543, -1.539410], [-1.501377, -0.664431, -4.616721], [-1.306978, 0.742011, -3.575716], [-2.701628, -0.337453, -3.340452], [0.420656, -2.110901, -4.494261], [1.370716, -2.592721, -3.049419], [1.433604, -0.902964, -3.644213], [-3.843911, 0.766537, 1.760233], [-2.260702, 1.576259, 1.972120], [-2.479247, -0.102222, 2.526254], [-3.795249, 1.788280, -0.567331], [-2.748332, 1.331335, -1.941794], [-2.103498, 2.368650, -0.652295], [-4.527796, -0.760453, 0.247187], [-3.387088, -2.112441, 0.010603], [-3.852326, -1.094865, -1.377031], [4.394224, -1.466358, 1.194289], [2.840984, -1.521947, 2.074759], [3.469335, 0.041589, 1.483995], [4.555379, -0.424480, -1.335393], [3.353594, 0.881793, -1.069696], [3.155348, -0.248014, -2.441864], [4.177438, -3.078943, -0.180269], [3.546053, -2.932942, -1.864424], [2.561981, -3.701891, -0.581520], [0.697720, -5.370949, 0.240270], [-0.123166, -6.198268, -0.544055], [0.084956, -7.581385, -0.505156], [1.070347, -8.140352, 0.317424], [1.805520, -7.318719, 1.175068], [1.617667, -5.928555, 1.140477], [0.647004, -3.991006, 0.152333], [0.136311, -3.622241, -0.627179], [-0.881171, -5.751007, -1.184793], [-0.532979, -8.232339, -1.124711], [1.253143, -9.215754, 0.314191], [2.536304, -7.749109, 1.870440], [2.194748, -5.253944, 1.774853], [-0.337557, 4.184112, -3.105802], [0.575835, 3.284150, -1.677618], [1.283726, 3.997771, -0.717486], [1.739649, 3.301264, 0.401027], [1.420014, 1.954321, 0.564231], [0.744621, 1.271025, -0.381921], [0.421480, 1.902479, -1.543482], [1.457735, 5.058792, -0.843657], [2.333577, 3.778486, 1.174203], [1.730810, 1.414902, 1.461772], [-0.025375, 1.309876, -2.340666]], "forces_ev_per_angstrom": [[0.3, 1.6, 0.3], [-0.7, -0.4, -2.3], [-1.8, 0.8, -0.4], [2.1, -0.3, -0.1], [0.3, 0.3, -0.1], [1.0, 1.8, 1.7], [-1.6, -2.7, 0.9], [0.3, 0.0, -0.5], [-0.1, -0.2, 0.3], [-0.1, 0.3, 0.2], [0.3, 0.1, 0.2], [0.5, -0.1, 0.3], [0.4, 0.0, -0.1], [0.4, -0.3, 0.0], [-0.3, 0.2, 0.4], [-0.3, 0.2, -0.1], [-0.5, -0.5, -0.1], [-0.1, 0.3, -0.2], [-0.1, 0.1, -0.5], [-0.3, 0.2, 0.1], [0.4, 0.0, 0.4], [0.2, 0.0, -0.5], [0.0, -0.1, 0.3], [-0.1, -0.3, 0.0], [0.3, 0.0, 0.0], [0.1, 0.1, 0.3], [-0.1, 0.2, -0.2], [-0.2, -0.3, -0.1], [0.4, 0.0, -0.1], [-0.1, -0.2, 0.0], [-0.3, 0.1, 0.0], [0.3, -0.1, -0.1], [-0.1, 0.1, 0.3], [-0.2, -0.1, 0.0], [0.2, -0.1, -0.2], [-0.3, 0.1, 0.0], [0.0, 0.0, 0.2], [-0.3, 0.2, 0.0], [0.4, -0.1, -0.1], [0.0, -0.3, 0.0], [-0.3, 0.1, -0.1], [0.1, -0.3, -0.1], [0.2, 0.1, 0.2], [-0.1, 0.1, -0.3], [0.0, 0.0, 0.2], [0.4, 0.1, -0.1], [-0.2, -2.1, -0.2], [0.7, 0.2, 0.4], [0.0, 0.0, 0.1], [-0.1, 0.2, 0.1], [-0.1, 0.3, -0.1], [-0.2, 0.3, -0.4], [-0.9, 2.1, -0.8], [0.7, -1.7, 1.1], [0.1, -0.2, 0.0], [0.2, 0.2, 0.2], [-0.2, 0.3, 0.0], [-0.3, 0.2, -0.4], [0.0, -0.3, -0.1], [0.7, -0.6, 0.6], [-0.5, -0.1, -0.7], [0.0, -0.4, 0.2], [0.0, -0.3, 0.1], [0.0, 0.4, -0.2], [0.0, -0.5, -0.7], [-0.1, 0.5, 0.8], [0.0, 0.0, 0.1], [-0.1, 0.1, -0.1], [-0.2, 0.3, -0.4], [0.1, 0.3, 0.4]], "mulliken_spin": [2.01, -0.05, -0.02, 0.00, 0.00, 0.02, 0.01, 0.01, 0.00, 0.01, -0.01, 0.00, 0.00, 0.00, 0.00, 0.00, -0.01, 0.02, 0.00, 0.00, 0.00, 0.00, 0.00, 0.00, 0.00, 0.00, 0.00, 0.00, 0.00, 0.00, 0.00, 0.00, 0.00, 0.00, 0.00, 0.00, 0.00, 0.00, 0.00, 0.00, 0.00, 0.00, 0.00, 0.00, 0.00, 0.00, 0.00, 0.00, 0.00, 0.00, 0.00, 0.00, 0.02, -0.01, 0.00, 0.00, 0.00, 0.00, 0.00, 0.00, -0.01, 0.01, -0.01, 0.05, -0.09, 0.06, 0.00, 0.00, 0.00, -0.01], "charge": 3, "lumo_ha": [-0.4311, -0.4110], "multiplicity": 3, "max_force_ev_per_a": 3.3}


2.
{"formula": "C22H41BrO11S", "method": "ωB97M-V/def2-TZVPD", "species": ["O", "C", "C", "C", "C", "O", "C", "C", "C", "C", "C", "S", "O", "O", "O", "C", "Br", "H", "H", "H", "H", "H", "H", "H", "H", "H", "H", "H", "C", "O", "C", "C", "O", "C", "H", "H", "H", "H", "H", "H", "H", "H", "H", "H", "C", "O", "C", "C", "O", "C", "H", "H", "H", "H", "H", "H", "H", "H", "H", "H", "C", "O", "C", "C", "O", "C", "H", "H", "H", "H", "H", "H", "H", "H", "H", "H"], "positions_angstrom": [[1.100771, 2.558147, 2.058327], [1.669737, 2.333619, 1.019914], [2.700711, 3.259650, 0.499882], [3.382396, 2.985551, -0.605871], [3.155669, 1.739155, -1.362668], [3.847802, 1.467070, -2.313315], [2.057314, 0.818354, -0.916478], [1.802157, -0.399321, -1.755299], [2.223960, -1.713630, -1.067098], [3.477229, -2.317748, -1.709506], [4.069478, -3.487811, -0.911655], [5.141424, -3.028811, 0.413377], [5.773366, -4.212015, 0.900654], [5.919019, -1.883696, 0.041116], [4.087669, -2.526908, 1.494027], [1.381575, 1.124654, 0.195031], [-0.013801, 0.051164, 0.835603], [2.866669, 4.156905, 1.083385], [4.143200, 3.664398, -0.975474], [0.726544, -0.422588, -1.960545], [2.320631, -0.285092, -2.703311], [2.442057, -1.510161, -0.016718], [1.406096, -2.437007, -1.066934], [3.205239, -2.707636, -2.693550], [4.232685, -1.541975, -1.846566], [4.699611, -4.113963, -1.543431], [3.281484, -4.115526, -0.488596], [4.387408, -1.660801, 1.817677], [2.899050, -2.858010, -5.604869], [2.322355, -1.593757, -5.336346], [3.248932, -0.518637, -5.411300], [3.181731, 0.206565, -6.735916], [3.575976, -0.618716, -7.819128], [2.490296, -1.164117, -8.545083], [2.083956, -3.566231, -5.745914], [3.513042, -2.837823, -6.507771], [3.516872, -3.192802, -4.763544], [4.266424, -0.880303, -5.232281], [3.000326, 0.185277, -4.612676], [3.870120, 1.056090, -6.703167], [2.171436, 0.595758, -6.898910], [2.022987, -0.401099, -9.177114], [1.734255, -1.591428, -7.882182], [2.887555, -1.951401, -9.183656], [-4.101055, -2.739274, 5.202026], [-2.757504, -2.456727, 5.544566], [-1.811232, -2.996551, 4.638048], [-1.310692, -1.963944, 3.652698], [-2.339174, -1.504566, 2.790055], [-2.887261, -0.254513, 3.183423], [-4.734375, -2.098269, 5.813093], [-4.300532, -2.534309, 4.147648], [-4.345528, -3.785478, 5.417048], [-2.239464, -3.848537, 4.100011], [-0.963932, -3.360251, 5.227324], [-0.539146, -2.422776, 3.025546], [-0.854211, -1.123388, 4.184733], [-2.201958, 0.562855, 2.935474], [-3.104565, -0.226656, 4.252633], [-3.814922, -0.111494, 2.631951], [-6.629228, 5.164924, 4.546393], [-6.056771, 5.421844, 3.277503], [-4.682711, 5.083360, 3.192768], [-4.464312, 3.748286, 2.516661], [-5.006062, 2.673829, 3.267435], [-6.263877, 2.227894, 2.795003], [-7.710064, 5.236293, 4.436574], [-6.373710, 4.167077, 4.910223], [-6.299442, 5.909081, 5.279523], [-4.228155, 5.075863, 4.188482], [-4.189387, 5.861180, 2.602007], [-3.387703, 3.573546, 2.425004], [-4.890911, 3.764027, 1.508640], [-6.148312, 1.640237, 1.877167], [-6.942048, 3.062082, 2.602323], [-6.695168, 1.591010, 3.565897]], "forces_ev_per_angstrom": [[-0.1, 0.0, 0.2], [0.1, 0.0, -0.1], [0.1, 0.0, 0.0], [0.1, 0.4, 0.2], [-0.2, 0.0, 0.2], [0.2, -0.1, -0.4], [0.2, -0.1, -0.2], [-0.5, 0.0, 0.1], [0.4, 0.1, 0.2], [-0.2, -0.2, 0.2], [-0.3, 0.1, -0.4], [0.2, -0.2, -0.2], [-0.1, 0.2, 0.0], [0.1, 0.0, 0.0], [-0.1, 0.2, 0.4], [0.0, 0.0, 0.0], [-0.1, -0.1, 0.0], [0.0, 0.0, 0.0], [0.0, -0.2, -0.1], [0.1, 0.0, 0.0], [0.0, 0.0, 0.0], [-0.1, 0.0, 0.0], [0.0, 0.0, -0.1], [0.1, 0.1, 0.0], [0.0, -0.1, -0.1], [0.0, 0.0, 0.0], [0.1, 0.0, 0.1], [-0.1, -0.1, 0.0], [0.0, 0.0, 0.0], [0.0, 0.0, 0.0], [-0.1, 0.0, 0.1], [0.1, 0.0, -0.1], [0.0, -0.1, 0.0], [0.0, 0.0, 0.0], [0.0, 0.0, 0.0], [0.0, 0.0, 0.0], [0.0, 0.0, -0.1], [0.0, 0.0, 0.0], [0.1, 0.0, 0.0], [0.0, 0.0, 0.0], [0.0, 0.0, 0.0], [0.0, 0.0, 0.0], [0.0, 0.0, 0.0], [0.0, 0.0, 0.0], [0.0, 0.0, 0.0], [0.0, 0.0, 0.0], [0.0, 0.0, 0.1], [0.0, 0.0, -0.2], [0.0, 0.1, 0.0], [0.0, 0.0, 0.0], [0.0, 0.0, 0.0], [0.0, 0.0, 0.0], [0.0, 0.0, 0.0], [0.0, 0.0, 0.0], [0.0, 0.0, 0.0], [0.0, 0.0, 0.0], [0.0, 0.0, 0.0], [0.0, 0.0, 0.1], [0.0, 0.0, 0.0], [0.0, 0.0, 0.0], [0.0, 0.0, 0.0], [0.0, -0.1, 0.0], [-0.1, 0.1, 0.0], [0.1, -0.1, 0.0], [-0.1, 0.0, 0.0], [0.0, 0.0, 0.0], [0.0, 0.0, 0.0], [0.0, 0.0, 0.0], [0.0, 0.0, 0.0], [0.0, 0.0, 0.0], [0.0, 0.0, 0.0], [0.0, 0.0, 0.0], [0.0, 0.0, 0.0], [0.0, 0.0, 0.0], [0.0, 0.0, 0.0], [0.0, 0.0, 0.0]], "mulliken_charge": [-0.56, 0.22, -0.52, -0.62, 0.61, -0.54, 0.30, 0.35, -0.69, 0.01, -0.96, 1.25, -0.64, -0.62, -0.47, 0.38, -0.09, 0.43, 0.43, 0.56, -1.06, 0.48, 0.44, -0.19, 0.46, 0.38, 0.42, 0.35, -0.78, -0.36, 0.11, -0.83, -0.38, -0.69, 0.23, 0.38, 0.31, 0.30, 0.04, 0.38, 0.36, 0.33, 0.28, 0.24, -0.68, -0.37, -0.71, -0.28, -0.39, -0.74, 0.25, 0.28, 0.33, 0.35, 0.38, 0.34, 0.33, 0.31, 0.38, 0.17, -0.68, -0.37, -0.56, -0.43, -0.29, -0.88, 0.24, 0.28, 0.32, 0.34, 0.37, 0.31, 0.36, 0.33, 0.43, 0.25], "charge": 0, "lumo_ha": -0.0641, "max_force_ev_per_a": 0.5, "smiles": "O=C1C=CC(=O)C(CCCCS(=O)(=O)O)=C1Br.COCCOC.COCCOC.COCCOC"}


3.
{"formula": "C22H41CaN6O7PS2Te", "method": "ωB97M-V/def2-TZVPD", "species": ["Ca", "N", "C", "C", "N", "C", "C", "N", "H", "H", "H", "H", "H", "H", "H", "H", "H", "H", "H", "H", "H", "C", "C", "C", "O", "C", "O", "O", "H", "H", "H", "H", "H", "H", "H", "S", "C", "S", "C", "C", "N", "C", "N", "C", "C", "O", "P", "O", "Te", "O", "C", "C", "H", "H", "H", "H", "H", "H", "H", "H", "H", "H", "O", "C", "C", "C", "C", "C", "C", "N", "H", "H", "H", "H", "H", "H", "H", "H", "H", "H", "H"], "positions_angstrom": [[0.463511, 0.094239, 0.286566], [-1.848693, -0.934547, 0.427788], [-2.111917, -2.089751, -0.418358], [-0.867188, -2.948758, -0.662840], [0.297445, -2.211874, -1.123809], [0.457160, -2.002359, -2.552050], [-0.480261, -0.940111, -3.122381], [-0.569671, 0.233748, -2.275304], [-2.454763, -0.145685, 0.179154], [-1.944624, -1.121447, 1.420285], [-2.890423, -2.748866, -0.008734], [-2.501238, -1.715806, -1.366902], [-0.590897, -3.432902, 0.279981], [-1.141308, -3.754892, -1.366508], [1.148053, -2.585372, -0.725794], [1.492213, -1.690005, -2.704711], [0.300036, -2.938552, -3.118757], [-0.140106, -0.713468, -4.141997], [-1.485196, -1.356981, -3.234157], [0.054331, 0.985121, -2.543956], [-1.512258, 0.614882, -2.235632], [2.705004, 1.975359, 3.828114], [1.388510, 1.768541, 3.093338], [0.388396, 2.878248, 3.388544], [1.667742, 1.725425, 1.675857], [0.719850, 0.422293, 3.497516], [0.764931, 0.096648, 4.694223], [0.131293, -0.210490, 2.567669], [3.054304, 3.003285, 3.693140], [3.463699, 1.310779, 3.413477], [2.572422, 1.766722, 4.889978], [0.819993, 3.848967, 3.122279], [0.157309, 2.880834, 4.455088], [-0.525018, 2.738304, 2.809492], [1.516785, 2.602297, 1.292660], [-3.442655, 1.635680, -1.168562], [-2.214665, 2.846940, -1.152050], [-0.829927, 2.729203, -0.108036], [-2.353851, 3.991031, -1.952140], [-1.401576, 5.047314, -1.980360], [-0.664098, 5.933762, -2.073084], [-3.477224, 4.195371, -2.804446], [-4.351049, 4.422365, -3.526749], [2.062113, 3.301581, -2.864396], [2.962523, 2.172505, -3.292769], [3.910297, 1.849134, -2.243270], [3.693268, 0.509189, -1.396974], [2.238351, 0.345420, -1.080759], [5.362400, 0.530253, 0.303220], [3.975956, -0.681341, -2.453078], [5.250802, -0.854356, -3.077760], [5.174021, -2.075560, -3.966718], [1.362180, 3.566504, -3.660527], [2.639152, 4.193533, -2.618821], [1.463981, 3.028519, -1.993057], [3.572010, 2.437225, -4.159919], [2.385830, 1.279141, -3.549626], [6.017160, -0.968266, -2.306550], [5.497916, 0.042105, -3.657451], [4.933618, -2.960058, -3.373830], [6.130363, -2.244800, -4.468045], [4.400704, -1.957035, -4.728408], [2.083126, -2.120890, 1.087146], [2.242237, -2.973175, 1.941155], [1.560230, -2.934297, 3.281077], [2.672173, -2.585360, 4.305728], [3.854073, -1.773640, 3.729774], [4.966152, -2.597012, 3.052816], [4.582966, -3.234958, 1.717987], [3.272561, -3.911656, 1.831515], [1.091150, -3.895756, 3.512599], [0.798048, -2.158543, 3.258865], [3.072790, -3.500420, 4.760931], [2.199807, -2.004426, 5.097693], [4.303568, -1.209430, 4.550002], [3.488990, -1.016245, 3.028769], [5.285921, -3.385180, 3.751179], [5.838301, -1.958176, 2.885317], [5.337265, -3.953222, 1.390056], [4.494331, -2.475225, 0.943826], [3.265018, -4.512758, 2.646167]], "forces_ev_per_angstrom": [[-0.5, -0.1, -0.2], [0.1, -0.1, 0.1], [-0.1, 0.1, 0.0], [0.1, -0.1, 0.0], [0.0, 0.2, 0.2], [0.1, -0.1, 0.0], [-0.1, 0.1, -0.1], [0.2, 0.1, 0.1], [0.1, 0.0, -0.1], [0.0, -0.1, -0.1], [0.0, 0.0, 0.0], [0.0, 0.0, 0.0], [0.0, 0.0, 0.0], [0.0, 0.0, 0.0], [0.0, 0.0, 0.0], [0.0, 0.0, 0.0], [0.0, 0.0, 0.0], [0.0, 0.0, 0.0], [0.0, 0.0, 0.0], [0.0, -0.1, 0.0], [0.0, 0.0, 0.1], [0.0, 0.0, 0.0], [0.1, -0.1, -0.1], [0.1, 0.0, 0.0], [-0.2, 0.1, 0.1], [-0.1, -0.1, 0.1], [0.1, 0.0, -0.2], [0.1, 0.1, 0.1], [0.0, 0.0, 0.0], [0.0, 0.0, 0.0], [0.0, 0.0, 0.0], [0.0, 0.0, 0.0], [0.0, 0.0, 0.0], [0.0, 0.0, 0.0], [0.0, -0.1, 0.0], [0.1, 0.0, -0.1], [-0.1, -0.1, 0.3], [0.0, -0.1, 0.0], [-0.1, 0.1, -0.1], [0.1, 0.0, 0.0], [0.0, 0.0, 0.0], [0.0, 0.0, 0.0], [0.0, 0.0, 0.0], [-0.2, 0.1, 0.0], [0.1, -0.2, 0.1], [0.0, 0.2, -0.4], [0.0, 0.1, 0.6], [0.5, 0.0, -0.1], [-0.2, 0.0, -0.2], [0.2, -0.3, -0.4], [-0.1, 0.1, 0.1], [-0.1, -0.1, 0.0], [0.0, 0.0, 0.0], [0.0, 0.0, 0.0], [0.0, 0.0, 0.0], [0.0, 0.0, 0.0], [0.0, 0.0, 0.0], [0.0, 0.0, 0.0], [0.0, 0.0, 0.0], [0.0, 0.0, 0.0], [0.0, 0.0, 0.0], [0.0, 0.0, 0.0], [-0.1, -0.2, 0.0], [0.1, 0.3, 0.0], [0.0, -0.1, -0.1], [0.0, 0.0, 0.0], [0.0, 0.1, 0.0], [0.1, -0.1, 0.1], [0.0, 0.0, -0.1], [0.0, 0.1, 0.0], [0.1, 0.0, 0.0], [0.0, 0.0, 0.0], [0.0, 0.0, 0.0], [0.0, 0.0, 0.0], [0.0, -0.1, 0.0], [0.0, 0.0, 0.0], [0.0, 0.0, 0.0], [0.0, 0.0, 0.0], [0.0, 0.0, 0.0], [0.0, 0.0, 0.0], [0.0, 0.0, 0.0]], "mulliken_charge": [1.74, -0.23, -0.82, -0.60, 0.47, -0.29, -1.00, 0.09, -0.10, 0.19, 0.45, 0.24, 0.26, 0.37, 0.07, -0.14, 0.41, 0.48, 0.28, 0.04, -0.07, -1.69, 2.22, -1.94, -0.52, -0.24, -0.80, -0.87, 0.45, 0.18, 0.33, 0.49, 0.44, 0.36, 0.20, -0.49, 0.42, -0.37, 0.28, 0.07, -0.69, -0.09, -0.67, -0.93, -0.11, -0.30, -0.31, 0.49, -0.54, -0.09, -0.27, -1.27, 0.36, 0.38, -0.09, 0.37, 0.17, 0.29, 0.26, 0.27, 0.40, 0.29, -0.48, -0.21, -0.35, -1.13, 0.57, -1.00, -0.02, -0.23, 0.56, -0.09, 0.46, 0.53, 0.48, -0.57, 0.29, 0.40, 0.35, -0.22, 0.39], "charge": -2, "lumo_ha": 0.1385, "max_force_ev_per_a": 0.6, "de_lowest_kj_mol": 0.00}


> Among the records above, which one has the lowest charge?

C22H41CaN6O7PS2Te


> What is the formula in the second record?

C22H41BrO11S


> What is the formula in the second record?

C22H41BrO11S